Density functional theory data (ωB97M-V/def2-TZVPD) for an isolated molecule of C5H3F in a non-equilibrium geometry.

```
9
Properties=species:S:1:pos:R:3
C -0.2400 0.4521 1.9610
C 0.1187 0.4281 0.7097
C 0.7275 0.4134 -0.4512
C 0.1530 -0.3175 -1.5252
C -0.3573 -1.1806 -2.2229
F -0.9534 -1.7229 -3.2401
H -1.0099 0.9341 2.4910
H 0.0956 -0.1093 2.8098
H 1.4658 1.1025 -0.5321
```

Calculated values
ΔE to the lowest compared entry with this formula, charge and spin, eV: 1.380
SMILES: C=C=CC#CF
E_HOMO, eV: -9.08
LUMO energy, eV: 0.68
Energy, a.u.: -292.00073
Gap between HOMO and LUMO, eV: 9.757
Strongest force on any atom, eV/A: 3.28

These are the Mulliken partial charges, in e, on atoms 1 to 8: -0.741, 0.259, -0.561, -0.131, 0.483, -0.223, 0.282, 0.254